Record 1
108
Properties=species:S:1:pos:R:3:forces:R:3 method="wB97M-V/def2-TZVPD" relative_energy_kj_mol=0.0 total_charge=+1
C 5.0799 -0.2070 3.1791 0.16 -0.09 -0.11
C 4.8240 -0.0667 1.8529 0.08 0.30 0.14
C 4.9613 -1.2595 0.9773 2.38 0.34 -0.85
O 5.9894 -1.8539 0.7462 -0.48 -0.30 0.43
O 3.7726 -1.6518 0.4658 -0.26 0.33 0.81
C 3.5129 -3.0531 0.6155 0.09 -0.72 -0.64
C 3.9551 -3.8757 -0.6037 -0.21 -0.30 -0.18
C 2.8003 -4.6526 -1.2464 0.00 0.41 0.22
C 2.1464 -5.6948 -0.3240 -0.19 0.04 -0.70
C 2.6454 -7.1323 -0.5566 -0.52 -0.08 0.43
C 3.7336 -7.5998 0.4018 0.66 0.58 -0.31
N 3.3887 -7.3182 1.7921 -0.04 -0.29 -0.44
C 4.2842 -7.1895 2.7534 -0.32 -0.11 0.18
N 3.9919 -6.9025 4.0343 -0.11 0.14 0.09
C 5.1597 -6.8391 4.6406 -0.52 -0.04 -0.28
N 6.1706 -7.0894 3.8218 0.49 0.26 0.68
C 7.5987 -7.0893 4.1791 0.13 -0.46 -0.01
C 8.5013 -7.4870 3.0234 0.89 0.26 0.34
O 8.2192 -6.8035 1.8010 -0.94 -0.18 0.21
C 8.1950 -5.4265 1.9143 0.55 0.59 -0.12
C 7.2865 -4.7726 0.9236 0.29 -0.36 -0.38
O 8.8700 -4.8500 2.7193 -0.29 -0.36 0.11
N 5.6151 -7.3220 2.5947 -0.11 -0.14 -0.12
H 4.3382 0.0100 3.9419 0.54 1.76 0.04
H 6.0512 -0.5442 3.5372 -0.58 -1.79 -0.11
H 4.5806 0.8971 1.4103 -1.97 -0.45 0.13
H 3.9879 -3.4398 1.5186 0.04 0.28 0.13
H 2.4353 -3.1597 0.7351 -0.02 0.23 0.13
H 4.3748 -3.1997 -1.3469 0.18 0.01 0.08
H 4.7293 -4.5884 -0.3111 0.17 0.17 -0.07
H 2.0405 -3.9314 -1.5560 -0.06 -0.03 0.04
H 3.1406 -5.1230 -2.1710 0.04 -0.07 0.03
H 2.2347 -5.3832 0.7189 0.01 -0.07 0.04
H 1.0797 -5.6830 -0.5492 -0.03 -0.01 0.11
H 1.7976 -7.8183 -0.4791 0.03 -0.05 0.08
H 2.9884 -7.2165 -1.5866 0.20 -0.15 0.06
H 3.9955 -8.6504 0.2595 -0.20 -0.08 0.05
H 4.6403 -7.0199 0.1797 0.02 -0.02 0.01
H 2.4177 -7.2104 2.0394 0.02 0.00 0.20
H 5.2834 -6.6061 5.6859 0.17 -0.03 0.01
H 7.7301 -7.8393 4.9602 0.02 -0.05 -0.03
H 7.8732 -6.1315 4.6124 -0.16 0.19 -0.30
H 9.5244 -7.2595 3.3259 -0.02 -0.02 0.11
H 8.4613 -8.5621 2.8658 -0.23 0.06 -0.48
H 6.2668 -5.1429 1.0288 -0.02 0.08 0.16
H 7.3217 -3.6932 1.0168 -0.07 -0.02 0.08
H 7.6037 -5.0599 -0.0820 0.01 0.03 -0.01
H 6.1756 -7.5468 1.7848 0.16 0.12 0.05
O -0.4838 -3.5131 -1.4540 0.01 -0.14 0.16
S -0.7819 -2.3236 -0.7039 -0.10 0.36 -0.15
O -1.2027 -2.4354 0.6585 0.11 -0.23 0.04
O -1.8077 -1.4468 -1.5167 0.03 0.01 -0.03
C -3.0468 -2.0668 -1.9517 -0.49 -0.23 -0.16
C -4.0401 -2.2424 -0.8249 0.15 0.05 0.27
C 0.5858 -1.2263 -0.7914 0.05 0.08 -0.11
H -2.8225 -3.0126 -2.4466 0.16 0.00 0.07
H -3.4459 -1.3934 -2.7066 0.18 0.14 0.03
H -3.6866 -2.9653 -0.0908 0.00 -0.03 -0.03
H -4.9912 -2.5979 -1.2218 0.02 0.03 -0.08
H -4.1998 -1.2974 -0.3051 -0.05 0.02 -0.05
H 0.9026 -1.1285 -1.8264 -0.04 -0.01 -0.01
H 1.3756 -1.6734 -0.1970 0.02 0.08 0.03
H 0.3043 -0.2618 -0.3778 -0.05 -0.03 0.03
O -5.8365 2.7927 1.5233 0.00 -0.13 0.09
S -4.6695 2.5007 0.7494 0.07 0.21 -0.16
O -4.1449 1.1684 0.7256 -0.07 -0.10 0.02
O -3.5136 3.5106 1.1723 0.07 0.01 -0.03
C -3.1875 3.5961 2.5787 0.09 0.03 0.43
C -2.3890 2.4064 3.0694 -0.07 -0.17 -0.14
C -4.8712 3.0752 -0.8963 0.04 0.01 -0.11
H -4.1033 3.7300 3.1558 -0.07 -0.05 -0.11
H -2.6034 4.5093 2.6768 -0.03 0.04 -0.18
H -2.9795 1.4923 3.0418 -0.02 0.01 0.02
H -2.0690 2.5769 4.0976 0.01 0.07 -0.01
H -1.5108 2.2501 2.4425 0.04 0.05 0.04
H -5.2416 4.0953 -0.8680 -0.05 -0.01 -0.01
H -5.5980 2.4243 -1.3775 -0.02 -0.02 0.06
H -3.9145 3.0204 -1.4104 0.01 0.04 0.01
O -2.5185 5.0933 -2.5942 -0.09 -0.01 -0.18
S -2.8978 6.4467 -2.3069 0.04 0.20 0.55
O -3.8837 7.1047 -3.1054 0.00 -0.18 -0.23
O -1.5902 7.3408 -2.2298 0.04 0.00 -0.04
C -0.6895 7.3179 -3.3629 0.29 0.01 -0.36
C -1.2111 8.1096 -4.5433 -0.24 -0.02 0.03
C -3.3566 6.5938 -0.6155 0.06 -0.01 0.07
H -0.4770 6.2832 -3.6357 -0.12 -0.04 0.08
H 0.2355 7.7551 -2.9931 -0.08 0.02 0.18
H -2.1011 7.6491 -4.9691 0.02 -0.02 -0.01
H -0.4471 8.1598 -5.3193 0.05 0.01 0.04
H -1.4773 9.1213 -4.2385 0.07 0.02 -0.01
H -2.5984 6.1162 -0.0014 0.00 -0.02 -0.01
H -4.3141 6.0936 -0.4955 -0.03 0.03 -0.03
H -3.4551 7.6489 -0.3748 -0.02 0.01 -0.03
O -8.4149 9.8459 -0.9087 0.14 -0.02 0.07
S -8.7002 8.4828 -1.2397 -0.20 -0.06 -0.18
O -7.7614 7.4564 -0.8977 0.07 0.06 0.11
O -9.0447 8.3924 -2.7851 -0.04 -0.02 0.00
C -8.0864 8.9501 -3.7191 0.31 0.16 -0.33
C -6.8622 8.0769 -3.8740 0.01 -0.10 0.21
C -10.2883 8.0357 -0.6335 -0.07 0.00 0.03
H -7.8206 9.9612 -3.4080 -0.07 -0.03 0.16
H -8.6242 9.0328 -4.6612 -0.19 -0.09 0.10
H -6.2821 8.0436 -2.9554 0.05 0.02 -0.03
H -6.2185 8.4647 -4.6633 -0.05 0.03 -0.03
H -7.1459 7.0533 -4.1191 -0.01 0.02 -0.07
H -11.0016 8.8039 -0.9178 0.01 0.01 -0.01
H -10.2070 7.9708 0.4492 0.04 0.01 0.00
H -10.5613 7.0703 -1.0504 0.02 -0.01 0.00


Record 2
104
Properties=species:S:1:pos:R:3:forces:R:3 method="wB97M-V/def2-TZVPD" total_charge=-1
C 8.3437 1.9965 0.7879 -0.17 1.11 -0.71
C 7.0623 1.9750 -0.1182 1.56 -0.38 1.56
O 6.0351 2.5496 0.6489 -0.17 -0.77 -1.31
P 4.5411 2.8782 -0.1722 -2.25 2.43 0.82
C 3.9711 3.8590 1.3818 0.13 -0.15 0.89
C 4.7851 3.6405 2.6855 -0.83 0.68 0.64
Si 5.1537 4.8847 -1.0440 1.19 -1.35 -0.87
C 6.4883 5.7249 0.0405 0.02 0.36 -0.09
C 6.0255 4.5712 -2.7341 -0.14 1.18 -0.07
C 3.6706 5.9982 -1.4247 0.40 0.83 0.36
O 4.8694 1.9128 -1.5785 -0.41 -0.69 -0.07
C 4.3600 0.6079 -1.5366 1.17 -0.54 0.35
C 3.3873 0.4647 -0.2977 0.43 0.80 0.71
C 1.9476 0.6008 -0.8933 -0.18 0.00 0.31
O 1.0744 1.3857 -0.0235 0.53 -0.37 -0.01
N 0.4690 2.4231 -0.7411 -0.52 0.10 0.12
O -0.4333 2.0344 -1.3883 0.35 0.06 -0.24
C 3.6148 -0.7309 0.6358 -0.67 -0.66 -0.61
C 2.5693 -1.3010 1.3669 0.17 -0.27 0.15
C 2.8681 -2.3634 2.2327 0.22 0.66 -0.36
C 4.1914 -2.7747 2.3146 -0.19 -0.95 0.79
N 5.2166 -2.2792 1.6241 -0.68 0.38 0.03
C 4.8921 -1.2716 0.8192 0.37 0.59 -0.64
O 3.6408 1.5443 0.5671 0.93 -0.93 -0.77
H 9.0676 1.2210 0.5017 -0.25 0.05 0.28
H 8.0819 1.9975 1.8535 0.03 -0.45 -0.30
H 8.8280 2.9741 0.6007 0.01 -0.36 0.24
H 6.8941 0.9063 -0.3480 -0.32 0.47 -0.30
H 7.3303 2.5525 -1.0167 -0.52 -0.34 -0.03
H 3.2428 3.1693 -0.8257 -0.10 0.32 0.10
H 2.9290 3.5883 1.6263 0.31 -0.02 -0.35
H 3.9483 4.9565 1.2172 0.07 -0.38 -0.19
H 4.2099 4.1200 3.5092 0.23 -0.17 -0.21
H 4.8751 2.5860 2.9780 0.21 0.26 -0.38
H 5.7565 4.1560 2.6919 -0.14 -0.49 -0.21
H 6.8787 5.0559 0.8197 -0.33 0.02 -0.23
H 7.3509 5.9831 -0.6015 -0.34 0.15 0.23
H 6.1087 6.6333 0.5369 0.24 -0.16 -0.15
H 6.0824 5.5505 -3.2581 0.02 -0.39 0.01
H 5.4528 3.8812 -3.3676 0.30 0.03 0.23
H 7.0690 4.2497 -2.5972 -0.38 -0.21 -0.06
H 2.9837 5.6057 -2.1837 0.13 -0.08 0.33
H 3.1402 6.2760 -0.4987 -0.09 -0.30 -0.39
H 4.0833 6.9547 -1.8071 -0.15 -0.35 0.00
H 3.8559 0.2645 -2.4614 -0.06 0.60 0.15
H 5.2691 -0.0235 -1.5005 -0.58 -0.33 0.36
H 1.4542 -0.3721 -1.0406 0.28 0.22 -0.22
H 2.0266 1.1593 -1.8349 -0.04 -0.33 0.19
H 1.5464 -0.9254 1.2851 0.31 -0.06 -0.03
H 2.1194 -2.8489 2.8567 0.11 0.18 -0.21
H 4.4170 -3.5882 3.0168 0.09 0.23 -0.32
H 5.7071 -0.8187 0.2480 -0.14 -0.26 0.31
O -5.7292 2.5515 2.5573 1.02 0.26 -3.32
P -4.4013 1.8779 2.6748 0.27 -1.73 7.18
O -4.8069 0.3877 3.2352 0.13 0.35 -0.60
C -5.5863 -0.4658 2.4100 -0.10 -0.25 -0.13
C -4.8030 -0.9572 1.2054 0.02 0.12 -0.10
O -3.8498 2.5512 4.0630 0.27 0.21 -0.64
C -4.4552 3.7137 4.6175 -0.24 0.04 0.23
C -5.5143 3.3410 5.6365 -0.04 -0.11 0.15
O -2.8367 1.4179 2.3502 -1.74 1.17 -2.60
C -2.2868 1.7435 1.0583 0.43 0.09 -0.36
C -2.4611 3.2064 0.7028 -0.31 0.11 0.20
H -6.5018 0.0449 2.0958 0.03 0.04 0.02
H -5.8795 -1.3171 3.0261 0.07 0.09 0.12
H -4.6353 -0.1408 0.4952 -0.02 -0.05 -0.03
H -5.3460 -1.7466 0.6828 -0.01 0.03 0.00
H -3.8268 -1.3385 1.5061 -0.04 -0.04 0.05
H -4.8623 4.3534 3.8342 -0.10 -0.12 -0.03
H -3.6619 4.2817 5.1084 0.11 -0.14 -0.05
H -6.2456 2.6464 5.2234 0.00 0.11 -0.16
H -6.0379 4.2312 5.9916 0.02 0.00 0.00
H -5.0539 2.8446 6.4931 0.02 0.05 0.00
H -2.7443 1.1064 0.2959 0.05 -0.03 0.00
H -1.2270 1.4971 1.0931 -0.08 -0.14 0.24
H -3.5217 3.4546 0.5624 0.04 -0.03 -0.02
H -1.9415 3.4395 -0.2228 -0.05 0.04 0.01
H -2.0784 3.8478 1.4980 0.10 -0.05 -0.02
O -5.5872 -4.8343 -3.5800 -0.83 -2.63 -2.26
P -5.0066 -5.9777 -2.8158 2.76 3.61 6.05
O -5.8263 -5.9114 -1.3958 0.00 -0.43 -0.66
C -7.2289 -6.1364 -1.3986 -0.29 -0.05 0.09
C -7.5726 -7.5833 -1.7071 0.07 -0.03 -0.15
O -3.5826 -5.3318 -2.3439 -0.04 -0.60 -0.59
C -3.0696 -4.1384 -2.9366 -0.01 0.41 0.08
C -3.4810 -2.9171 -2.1405 -0.02 0.07 0.21
O -4.3625 -7.4794 -2.4622 -1.75 0.02 -2.76
C -4.4411 -8.5074 -3.4599 0.11 -0.38 -0.18
C -3.9207 -8.0525 -4.8098 -0.03 0.20 0.00
H -7.7176 -5.4622 -2.1082 0.05 0.01 -0.01
H -7.5892 -5.8816 -0.4013 0.15 0.06 0.01
H -7.3635 -7.8144 -2.7572 -0.06 -0.01 0.01
H -8.6312 -7.7777 -1.5286 0.01 0.02 -0.03
H -6.9791 -8.2624 -1.0942 -0.03 0.05 0.06
H -3.3764 -4.0580 -3.9795 -0.15 -0.01 0.06
H -1.9813 -4.2244 -2.9340 -0.03 -0.17 0.10
H -4.5596 -2.8747 -1.9871 -0.03 -0.06 -0.20
H -3.1642 -2.0031 -2.6462 0.02 -0.02 0.02
H -3.0222 -2.9423 -1.1501 0.05 0.02 -0.04
H -5.4743 -8.8575 -3.5454 0.02 -0.04 0.01
H -3.8436 -9.3446 -3.0982 0.00 0.12 0.17
H -4.5667 -7.2786 -5.2411 0.00 -0.06 0.00
H -3.8901 -8.8879 -5.5099 -0.01 0.01 0.01
H -2.9203 -7.6286 -4.7158 0.02 -0.09 0.02


Result set for orbital gap: 8.315; 4.723 eV, one per record in the order listed.
Result set for maximum force: 0.050; 0.147 hartree/bohr, one per record in the order listed.